[1]
A structure of composition C42H30ClCoIN3O4Si, computed with the ωB97M-V functional and the def2-TZVPD basis.

Structure (XYZ):
```
83
Properties=species:S:1:pos:R:3:lowdin_spin:R:1
Co -2.097 0.972 0.110 2.724
Cl -5.008 0.413 6.263 0.001
C -4.710 0.532 4.544 0.005
C -5.654 0.091 3.666 -0.001
C -5.438 0.162 2.278 0.007
I -6.902 -0.542 0.976 0.001
C -4.269 0.672 1.728 0.004
O -4.023 0.735 0.463 0.049
C -3.280 1.136 2.685 0.002
N -2.126 1.626 2.150 0.033
C -1.195 2.095 2.941 0.009
C -1.322 2.078 4.342 0.001
C -2.454 1.566 4.904 0.003
C -3.489 1.077 4.076 0.000
H -6.580 -0.322 4.043 0.000
H -0.312 2.502 2.462 0.001
H -0.514 2.457 4.952 0.000
H -2.571 1.519 5.979 0.000
O -1.209 -0.694 0.226 0.079
Si -0.158 -1.775 0.722 0.012
C 1.501 -0.981 1.165 0.001
C 1.596 0.410 1.071 0.000
C 2.774 1.085 1.369 0.000
C 3.893 0.373 1.776 0.000
C 3.827 -1.011 1.875 0.000
C 2.647 -1.675 1.568 0.000
C 0.139 -3.048 -0.630 0.002
C 0.985 -4.154 -0.501 0.000
C 1.186 -5.037 -1.553 0.000
C 0.541 -4.826 -2.765 0.000
C -0.307 -3.738 -2.914 0.000
C -0.510 -2.861 -1.854 0.000
C -0.839 -2.597 2.282 0.002
C -0.127 -3.477 3.102 0.000
C -0.680 -3.986 4.270 0.000
C -1.965 -3.618 4.647 0.000
C -2.696 -2.753 3.845 0.000
C -2.137 -2.256 2.674 0.000
H 0.731 0.970 0.727 0.000
H 2.820 2.163 1.266 0.000
H 4.817 0.892 2.004 0.000
H 4.702 -1.574 2.180 0.000
H 2.636 -2.757 1.635 0.000
H 1.497 -4.342 0.437 0.000
H 1.846 -5.888 -1.429 0.000
H 0.699 -5.510 -3.591 0.000
H -0.810 -3.565 -3.858 0.000
H -1.157 -1.999 -1.978 0.000
H 0.884 -3.769 2.838 0.000
H -0.105 -4.663 4.891 0.000
H -2.395 -4.006 5.563 0.000
H -3.700 -2.460 4.130 0.000
H -2.715 -1.590 2.043 0.000
O -0.364 3.861 0.356 0.001
C -0.169 3.152 -0.615 0.005
N 0.939 3.235 -1.425 0.003
C 0.895 2.303 -2.529 0.001
C -0.456 1.606 -2.212 0.008
O -0.935 0.729 -2.901 0.010
N -0.994 2.137 -1.080 0.036
C 0.763 2.985 -3.891 0.000
C 1.236 2.377 -5.048 0.000
C 1.054 2.978 -6.287 0.000
C 0.397 4.195 -6.385 0.000
C -0.086 4.804 -5.235 0.000
C 0.094 4.202 -3.998 0.000
C 2.080 1.344 -2.454 0.000
C 3.363 1.889 -2.491 0.000
C 4.481 1.083 -2.359 0.000
C 4.331 -0.289 -2.185 0.000
C 3.061 -0.838 -2.151 0.000
C 1.938 -0.027 -2.290 0.000
H 1.555 4.027 -1.375 0.000
H 1.739 1.422 -4.982 0.000
H 1.426 2.488 -7.178 0.000
H 0.259 4.665 -7.351 0.000
H -0.612 5.748 -5.299 0.000
H -0.300 4.676 -3.108 0.000
H 3.488 2.959 -2.623 0.000
H 5.470 1.525 -2.381 0.000
H 5.203 -0.921 -2.067 0.000
H 2.926 -1.901 -1.998 0.000
H 0.953 -0.467 -2.254 0.000
```

Summary:
2S+1 ... 4
HOMO-LUMO gap (spin up / spin down) ... 7.57 / 7.53 eV
Total charge ... -1
LUMO (spin up / spin down) ... 2.4 / 2.3 eV

[2]
A structure of composition C42H30HfN5O2P, computed with the ωB97M-V functional and the def2-TZVPD basis.

Structure (XYZ):
```
81
Properties=species:S:1:pos:R:3:mulliken_charge:R:1
Hf -0.397 -0.985 -0.129 0.618
N -5.237 6.260 3.587 -0.433
C -4.721 5.249 3.442 -0.179
C -4.064 4.017 3.196 0.545
C -4.742 2.802 3.308 -0.960
C -4.103 1.628 2.967 -0.514
C -2.790 1.641 2.484 -0.304
C -2.094 2.854 2.454 -0.157
C -2.724 4.029 2.803 -1.036
C -2.139 0.437 1.962 1.306
C -2.852 -0.391 1.065 0.311
C -4.223 -0.354 0.723 -0.211
C -4.514 -1.542 0.078 -1.634
C -3.318 -2.250 -0.013 -0.190
N -2.299 -1.572 0.550 -0.375
C -0.880 0.061 2.479 0.582
C -0.365 0.422 3.746 -0.783
C 0.668 -0.452 4.026 -1.426
C 0.794 -1.291 2.920 -0.331
N -0.120 -1.000 1.969 0.040
H -5.763 2.782 3.656 0.507
H -4.607 0.686 3.106 0.853
H -1.076 2.869 2.099 0.570
H -2.195 4.968 2.765 0.503
H -4.911 0.438 0.935 0.892
H -5.471 -1.867 -0.277 0.555
H -3.169 -3.232 -0.431 0.670
H -0.749 1.193 4.385 0.661
H 1.243 -0.501 4.929 0.597
H 1.492 -2.108 2.815 0.602
O 0.210 -0.035 -1.934 -0.529
C 0.142 1.049 -1.304 1.875
O -0.617 1.056 -0.279 -0.292
C 1.141 2.111 -1.498 -0.759
C 1.053 3.259 -2.256 -0.498
C 2.108 4.162 -2.222 -0.761
C 3.219 3.908 -1.434 -0.789
C 3.312 2.742 -0.687 -0.963
C 2.280 1.811 -0.726 -0.329
P 2.180 0.333 0.371 1.757
C 2.345 -1.081 -0.823 1.235
C 2.902 -0.972 -2.097 -0.927
C 3.157 -2.108 -2.846 -0.929
C 2.873 -3.364 -2.330 -0.558
C 2.301 -3.487 -1.073 -1.238
C 2.006 -2.352 -0.324 0.454
C 3.873 0.150 1.045 0.545
C 4.985 0.052 0.210 0.040
C 6.231 -0.184 0.757 -0.882
C 6.374 -0.329 2.128 -0.635
C 5.273 -0.210 2.961 -0.653
C 4.021 0.026 2.422 -0.745
H 0.172 3.453 -2.845 0.614
H 2.042 5.074 -2.791 0.478
H 4.019 4.630 -1.386 0.480
H 4.175 2.564 -0.061 0.530
H 3.140 0.003 -2.499 0.527
H 3.607 -2.015 -3.823 0.505
H 3.121 -4.245 -2.903 0.469
H 2.127 -4.467 -0.650 0.556
H 1.715 -2.472 0.723 0.016
H 4.881 0.158 -0.860 0.493
H 7.092 -0.258 0.111 0.451
H 7.348 -0.529 2.545 0.434
H 5.385 -0.306 4.028 0.453
H 3.155 0.123 3.061 0.423
N -1.488 -3.896 -3.385 -0.024
C -0.651 -3.623 -2.378 -0.886
N -0.887 -2.453 -1.809 -0.349
C -1.960 -1.913 -2.522 1.065
C -2.644 -0.702 -2.375 0.306
C -3.726 -0.485 -3.205 -1.264
C -4.129 -1.428 -4.158 -0.861
C -3.451 -2.614 -4.335 -1.033
C -2.356 -2.838 -3.509 0.237
H -1.480 -4.723 -3.965 0.274
H 0.132 -4.294 -2.078 0.665
H -2.350 0.049 -1.643 0.285
H -4.288 0.431 -3.110 0.497
H -4.991 -1.214 -4.770 0.464
H -3.757 -3.338 -5.072 0.496
```

Summary:
HOMO-LUMO gap ... 6.67 eV
Total charge ... +2
LUMO ... -6.8 eV

[3]
A structure of composition C42H32AgN5O8Si, computed with the ωB97M-V functional and the def2-TZVPD basis.

Structure (XYZ):
```
89
Properties=species:S:1:pos:R:3:mulliken_charge:R:1
Ag 0.157 -0.740 0.827 1.302
C -4.079 -1.028 2.178 -1.032
C -3.836 -2.295 1.329 0.532
C -4.797 -3.207 0.912 -0.492
C -4.480 -4.299 0.138 -0.809
C -3.132 -4.376 -0.251 -0.892
C -2.177 -3.469 0.267 -0.061
N -2.559 -2.314 0.877 0.284
C -0.774 -3.883 0.188 0.434
C -0.532 -5.305 0.278 -1.009
C 0.765 -5.696 0.252 -0.746
C 1.804 -4.719 -0.014 -1.016
C 1.509 -3.378 -0.062 0.422
N 0.225 -3.002 0.090 0.653
C 2.566 -2.404 -0.368 0.443
C 3.699 -2.783 -1.082 -0.812
C 4.749 -1.935 -1.205 -0.576
C 4.659 -0.614 -0.791 -1.195
C 3.522 -0.276 0.015 0.386
C 3.483 1.020 0.754 -0.237
N 2.496 -1.178 0.137 0.591
H -3.095 -0.537 2.352 0.019
H -4.564 -1.292 3.159 0.372
H -4.826 -0.378 1.615 0.296
H -5.752 -2.888 1.339 0.340
H -5.195 -4.980 -0.259 0.433
H -2.802 -5.148 -0.902 0.697
H -1.427 -5.936 0.453 0.498
H 1.073 -6.737 0.362 0.372
H 2.843 -4.975 0.023 0.538
H 3.739 -3.825 -1.531 0.413
H 5.641 -2.250 -1.741 0.357
H 5.516 -0.018 -0.950 0.535
H 2.850 1.735 0.191 0.044
H 4.464 1.459 0.924 0.504
H 3.042 0.826 1.733 -0.560
O 0.710 3.049 2.470 -0.809
C 0.628 1.820 2.515 0.344
O -0.246 1.161 1.769 -0.160
C 1.466 1.135 3.491 -0.372
C 2.405 1.883 4.189 -0.631
C 3.269 1.207 5.043 -0.025
C 3.010 -0.016 5.621 -0.565
C 1.859 -0.631 5.073 -0.534
C 1.305 -0.266 3.702 0.903
O 0.868 -1.211 2.951 -0.678
N 1.235 -1.696 5.802 0.996
O 0.284 -2.307 5.320 -0.607
O 1.754 -1.864 6.916 -0.722
N 4.605 1.840 5.217 0.967
O 5.480 1.193 5.863 -0.666
O 4.817 2.954 4.682 -0.640
H 2.629 2.920 3.946 0.530
H 3.656 -0.518 6.302 0.542
O -0.097 0.187 -1.123 0.671
Si -0.749 1.428 -1.830 -1.250
C -2.044 2.434 -0.921 0.775
C -1.638 3.110 0.238 -0.215
C -2.522 3.583 1.203 -0.500
C -3.904 3.486 0.921 -0.480
C -4.295 3.099 -0.356 -0.645
C -3.413 2.461 -1.207 -0.551
C -1.639 0.906 -3.416 0.287
C -2.007 1.893 -4.356 -0.266
C -2.600 1.550 -5.559 -0.798
C -3.063 0.231 -5.739 -0.642
C -2.494 -0.768 -4.902 -0.392
C -1.932 -0.441 -3.695 -0.789
C 0.536 2.642 -2.458 0.911
C 1.723 2.125 -2.897 -0.659
C 2.573 2.842 -3.740 -0.645
C 2.266 4.142 -4.150 -0.407
C 1.093 4.719 -3.627 -0.685
C 0.283 3.960 -2.770 -0.136
H -0.626 3.397 0.285 0.359
H -2.107 3.735 2.164 0.474
H -4.608 3.850 1.725 0.278
H -5.372 3.052 -0.632 0.250
H -3.814 2.143 -2.152 0.331
H -1.818 2.901 -4.062 0.488
H -2.727 2.324 -6.295 0.379
H -3.814 0.010 -6.431 0.449
H -2.576 -1.806 -5.217 0.348
H -1.513 -1.145 -3.005 0.345
H 2.008 1.141 -2.552 0.435
H 3.351 2.303 -4.274 0.327
H 2.919 4.611 -4.887 0.329
H 0.783 5.713 -3.976 0.333
H -0.672 4.356 -2.415 0.392
```

Summary:
HOMO-LUMO gap ... 5.15 eV
Total charge ... -2
LUMO ... 3.9 eV

[4]
A structure of composition C42H32F12N4O3PRb, computed with the ωB97M-V functional and the def2-TZVPD basis.

Structure (XYZ):
```
95
Properties=species:S:1:pos:R:3:mulliken_charge:R:1
Rb -1.682 2.073 22.344 0.737
C -3.525 5.729 16.588 -1.609
C -2.425 4.973 17.269 0.719
C -1.231 5.580 17.664 -1.446
C -0.381 4.845 18.493 -0.111
C -0.642 3.525 18.837 -0.557
N 0.225 2.754 19.536 0.323
C 1.562 2.881 19.369 0.769
C 2.093 3.175 18.068 -0.785
C 3.338 2.748 17.675 -0.876
C 4.206 2.107 18.537 0.355
C 5.430 1.327 18.114 -1.457
C 3.779 2.007 19.867 -0.272
C 2.501 2.391 20.312 -0.355
C 2.250 2.129 21.808 0.748
O 1.012 2.430 22.277 -0.683
C 3.115 3.111 22.631 0.428
F 4.463 2.818 22.494 -0.320
F 2.971 4.368 22.070 -0.265
F 2.973 3.351 23.932 -0.294
C 2.532 0.559 22.303 0.442
F 3.745 0.083 21.988 -0.285
F 1.605 -0.176 21.618 -0.233
F 2.333 0.343 23.589 -0.296
C -1.795 2.913 18.303 0.280
C -2.595 3.596 17.451 -0.620
C -2.022 1.437 18.499 1.204
O -1.847 0.963 19.693 -0.814
C -1.108 0.644 17.382 0.613
F -0.114 0.040 17.990 -0.217
F -0.656 1.344 16.338 -0.306
F -1.867 -0.347 16.835 -0.378
C -3.605 1.097 18.195 0.225
F -4.006 1.311 16.875 -0.326
F -4.391 1.882 18.969 -0.140
F -3.982 -0.127 18.583 -0.314
H -3.369 6.793 16.664 0.445
H -4.513 5.578 17.029 0.219
H -3.617 5.465 15.528 0.317
H -1.109 6.607 17.295 0.293
H 0.574 5.303 18.778 0.470
H 1.341 3.567 17.409 0.321
H 3.658 2.866 16.633 0.272
H 5.275 0.617 17.255 0.258
H 5.731 0.737 18.995 0.346
H 6.310 1.860 17.788 0.293
H 4.493 1.523 20.508 0.272
H -3.451 3.178 16.944 0.627
O -3.628 3.931 23.613 -0.443
P -4.204 5.303 23.604 0.933
C -2.988 6.665 23.431 0.344
C -1.614 6.372 23.533 -0.739
C -0.675 7.410 23.564 -0.505
C -1.072 8.719 23.583 -0.596
C -2.397 9.018 23.326 -0.545
C -3.391 8.016 23.335 -0.083
C -5.371 5.427 22.211 0.632
C -6.412 6.352 22.254 -0.186
C -7.445 6.238 21.357 -0.767
C -7.370 5.363 20.304 -0.734
C -6.274 4.533 20.177 -0.275
C -5.282 4.513 21.149 -1.109
C -5.157 5.818 25.071 0.148
C -6.490 5.446 25.115 -0.375
C -7.382 6.236 25.787 -0.548
C -6.879 7.323 26.525 -0.364
C -5.552 7.648 26.560 -0.603
C -4.648 6.815 25.861 -0.464
H -1.318 5.327 23.647 0.471
H 0.386 7.136 23.650 0.432
H -0.384 9.516 23.802 0.409
H -2.707 10.080 23.178 0.327
H -4.452 8.262 23.261 0.276
H -6.494 7.052 23.033 0.402
H -8.244 7.009 21.392 0.289
H -8.217 5.290 19.584 0.313
H -6.311 3.862 19.356 0.570
H -4.460 3.818 21.057 0.704
H -6.852 4.504 24.701 0.430
H -8.430 5.873 25.850 0.358
H -7.506 8.083 27.038 0.272
H -5.225 8.562 27.021 0.426
H -3.603 6.954 26.029 0.573
N -0.550 -4.524 22.167 -0.424
C -1.218 -3.608 22.873 0.395
C -1.283 -2.181 22.482 -0.060
N -1.931 -1.304 23.178 -0.073
C -2.692 -1.767 24.176 -0.188
C -2.669 -3.094 24.574 -0.275
N -1.893 -3.987 23.968 -0.705
H 0.060 -4.223 21.411 0.234
H -0.375 -5.439 22.568 0.256
H -0.704 -1.796 21.615 0.231
H -3.422 -1.023 24.640 0.274
H -3.128 -3.416 25.494 0.345
```

Summary:
HOMO-LUMO gap ... 2.94 eV
Total charge ... -2
LUMO ... 3.2 eV

[5]
A structure of composition C42H32NO12PRe, computed with the ωB97M-V functional and the def2-TZVPD basis.

Structure (XYZ):
```
89
Properties=species:S:1:pos:R:3:lowdin_spin:R:1
Re 0.704 0.672 0.270 0.800
O 2.127 -1.162 5.881 0.001
C 1.807 -0.843 4.623 0.002
C 0.666 -1.342 3.983 0.001
C 0.427 -0.959 2.695 0.003
N 1.250 -0.137 2.046 0.005
C 2.300 0.416 2.676 0.002
C 2.621 0.078 3.959 -0.001
C 2.908 1.590 1.926 0.004
O 3.857 2.165 2.387 0.005
O 2.225 1.916 0.844 0.032
C -0.821 -1.297 1.923 0.003
O -1.653 -2.025 2.408 0.015
O -0.896 -0.692 0.755 0.015
H 1.490 -1.784 6.248 0.000
H -0.046 -1.997 4.472 0.000
H 3.467 0.545 4.447 0.000
O -0.811 1.736 1.583 -0.001
C -1.112 3.129 1.252 0.002
C -0.581 3.377 -0.174 0.002
O -0.685 4.469 -0.676 0.000
O -0.114 2.303 -0.753 0.020
C -2.627 3.278 1.300 0.000
C -3.407 3.315 0.147 0.000
C -4.794 3.321 0.244 0.000
C -5.408 3.271 1.486 0.000
C -4.634 3.218 2.639 0.000
C -3.250 3.223 2.546 0.000
C -0.393 4.044 2.223 0.000
C 0.557 3.559 3.111 0.000
C 1.227 4.422 3.968 0.000
C 0.953 5.780 3.940 0.000
C 0.005 6.270 3.048 0.000
C -0.665 5.409 2.193 0.000
H -1.604 1.208 1.403 0.001
H -2.935 3.357 -0.828 0.000
H -5.394 3.357 -0.658 0.000
H -6.489 3.272 1.559 0.000
H -5.109 3.167 3.611 0.000
H -2.642 3.187 3.443 0.000
H 0.771 2.501 3.147 0.000
H 1.979 4.031 4.644 0.000
H 1.479 6.457 4.602 0.000
H -0.200 7.333 3.004 0.000
H -1.391 5.793 1.487 0.000
O 4.244 -1.191 -0.623 0.001
C 3.054 -1.397 -0.571 0.008
O 2.165 -0.410 -0.543 0.101
C 2.525 -2.806 -0.583 0.003
C 1.260 -3.129 -0.123 -0.001
C 0.785 -4.446 -0.136 0.000
C 1.624 -5.394 -0.659 0.000
O 1.394 -6.733 -0.817 0.000
C 2.553 -7.265 -1.464 0.000
O 3.485 -6.199 -1.636 0.000
C 2.878 -5.072 -1.142 0.000
C 3.372 -3.798 -1.098 0.001
H 0.613 -2.350 0.237 0.000
H -0.198 -4.698 0.247 0.000
H 2.276 -7.674 -2.434 0.000
H 2.995 -8.045 -0.847 0.000
H 4.358 -3.537 -1.460 0.000
C 0.026 1.492 -3.268 0.000
P -0.095 0.011 -2.210 -0.014
C -1.779 -0.576 -2.585 -0.003
C -2.131 -0.881 -3.903 -0.001
C -3.412 -1.316 -4.198 0.000
C -4.358 -1.440 -3.185 0.000
C -4.019 -1.127 -1.878 0.000
C -2.730 -0.701 -1.575 0.000
C 0.976 -1.160 -3.099 -0.002
C 0.581 -2.472 -3.359 -0.001
C 1.402 -3.315 -4.095 0.000
C 2.640 -2.871 -4.542 -0.001
C 3.059 -1.581 -4.245 0.000
C 2.231 -0.728 -3.529 -0.001
H 0.012 1.192 -4.314 -0.001
H 0.939 2.039 -3.040 0.000
H -0.815 2.146 -3.051 0.000
H -1.397 -0.800 -4.697 0.000
H -3.674 -1.562 -5.220 0.000
H -5.357 -1.788 -3.418 0.000
H -4.754 -1.221 -1.087 0.000
H -2.453 -0.493 -0.552 0.000
H -0.377 -2.833 -3.006 0.000
H 1.069 -4.320 -4.324 0.000
H 3.278 -3.531 -5.118 0.000
H 4.030 -1.232 -4.576 0.000
H 2.566 0.279 -3.305 0.000
```

Summary:
2S+1 ... 2
HOMO-LUMO gap (spin up / spin down) ... 6.83 / 6.65 eV
LUMO (spin up / spin down) ... -1.3 / -1.2 eV
Energy above the lowest of the compared OMol25 structures with the same formula, charge and spin ... 12.23 kcal per mole

Q: Number 4 is which compound?
A: C42H32F12N4O3PRb